# C6H5ClO2P

A gas-phase ion, C6H5ClO2P (charge -1) at a distorted geometry (ωB97M-V/def2-TZVPD, the Open Molecules 2025 dataset).

Structure (XYZ):
```
15
Properties=species:S:1:pos:R:3:forces:R:3
C 0.678 1.643 -1.047 -2.794 0.766 2.694
C -0.044 1.931 0.141 1.803 3.246 -0.556
C 0.731 0.350 -1.479 1.733 3.375 -6.086
C -0.266 0.839 0.987 -0.968 3.602 3.873
C 0.127 -0.639 -0.892 0.655 4.007 6.310
C -0.162 -0.373 0.530 -1.790 -4.576 -3.286
O -1.748 -1.411 2.493 -0.990 0.684 1.706
O 0.467 -1.761 -1.266 -2.767 -9.082 1.245
P -1.389 -1.634 1.091 0.877 -0.569 -0.317
Cl 0.310 -3.204 1.434 0.137 -0.468 -0.277
H 0.999 2.544 -1.456 0.889 0.828 -1.729
H -0.189 3.165 0.278 0.302 -3.696 0.498
H 1.028 0.085 -2.546 0.431 0.626 1.370
H -0.470 0.816 2.136 -0.214 0.870 -2.073
H -0.072 -2.352 -0.404 2.695 0.387 -3.372
```
Positions in Å, forces in eV/Å.

Output
* calculated total energy: -1183.645543 a.u.
* energy above the lowest of the compared OMol25 structures with the same formula, charge and spin: 85.6 kcal/mol
* charge: -1
* HOMO: -4.193 eV
* SMILES string: [O-]P(Cl)c1ccccc1O
* spin multiplicity: 1

Results of the Löwdin charge analysis, in e, for atoms 1 through 2: C -0.116; C -0.114

=====

# C14H19N3O3

A single C14H19N3O3 molecule at a distorted geometry (ωB97M-V/def2-TZVPD, the Open Molecules 2025 dataset).

Structure (XYZ):
```
39
Properties=species:S:1:pos:R:3:forces:R:3
C -3.756 -2.978 0.176 -0.219 0.135 -0.007
C -4.483 -1.647 0.026 0.341 -0.043 -0.030
C -3.505 -0.487 -0.142 -0.487 0.052 0.072
C -4.225 0.850 -0.300 0.329 -0.049 -0.109
C -3.251 2.028 -0.458 -0.037 -0.166 0.065
C -2.469 2.251 0.805 -0.219 -0.003 -0.430
N -1.302 1.877 1.110 0.370 0.122 0.893
N -0.529 1.169 0.260 -0.698 0.016 -0.889
C 0.713 0.744 0.643 0.078 -0.159 -0.261
O 1.208 0.976 1.713 0.107 -0.001 0.147
C 1.386 -0.102 -0.451 0.037 0.128 0.317
C 2.875 -0.073 -0.295 0.119 -0.003 -0.033
C 3.675 0.581 -1.227 -0.124 -0.155 0.164
C 5.044 0.631 -1.064 0.409 -0.033 0.152
C 5.617 0.029 0.050 -1.372 0.003 -0.218
C 4.831 -0.617 0.997 0.310 0.022 -0.044
C 3.464 -0.668 0.818 0.034 0.070 -0.199
H 2.843 -1.158 1.551 -0.041 -0.040 0.086
H 5.304 -1.067 1.856 0.003 -0.019 0.018
N 7.045 0.074 0.221 0.623 0.012 0.054
O 7.517 -0.493 1.184 0.134 -0.097 0.198
O 7.695 0.672 -0.611 0.177 0.116 -0.142
H 5.679 1.130 -1.780 0.010 0.009 -0.014
H 3.224 1.052 -2.087 -0.046 0.042 -0.082
H 1.095 0.257 -1.439 -0.038 -0.076 -0.003
H 1.016 -1.124 -0.325 -0.047 0.018 -0.086
H -0.887 0.906 -0.657 0.192 0.050 0.311
H -2.976 2.788 1.595 -0.072 0.112 0.140
H -2.594 1.844 -1.313 -0.031 0.070 -0.050
H -3.822 2.934 -0.668 0.098 0.032 -0.058
H -4.855 1.026 0.575 -0.096 0.001 0.003
H -4.876 0.809 -1.176 -0.071 0.017 0.038
H -2.885 -0.673 -1.025 0.105 0.004 -0.025
H -2.849 -0.448 0.731 0.111 -0.007 -0.014
H -5.146 -1.690 -0.841 -0.087 0.038 0.020
H -5.101 -1.470 0.908 -0.087 0.041 -0.014
H -4.468 -3.790 0.302 0.008 -0.147 0.018
H -3.153 -3.187 -0.706 0.085 -0.064 -0.070
H -3.100 -2.958 1.043 0.091 -0.050 0.081
```
Positions in Å, forces in eV/Å.

Output
* calculated total energy: -934.753796 a.u.
* energy above the lowest of the compared OMol25 structures with the same formula, charge and spin: 100.6 kcal/mol
* charge: 0
* HOMO: -9.569 eV
* SMILES string: CCCCC/C=N\NC(=O)Cc1ccc([N+](=O)[O-])cc1
* spin multiplicity: 1

Results of the Löwdin charge analysis, in e, for atoms 1 through 2: C -0.116; C -0.274

=====

# H28O14

14 unconnected molecules or ions with the total composition H28O14 at a distorted geometry (ωB97M-V/def2-TZVPD, the Open Molecules 2025 dataset).

Structure (XYZ):
```
42
Properties=species:S:1:pos:R:3:forces:R:3
O -1.614 -1.863 1.250 0.484 -1.863 -0.311
H -1.989 -1.030 1.469 -1.012 0.889 -1.034
H -2.291 -2.560 1.161 0.170 0.757 0.323
O -1.085 -0.826 -1.096 1.926 0.431 -0.119
H -1.786 -1.282 -0.647 -0.274 -0.234 0.306
H -0.292 -1.076 -0.557 -1.080 0.150 -0.668
O 0.537 2.860 0.912 -0.149 -0.141 -0.250
H -0.292 2.692 0.461 -0.602 0.198 0.061
H 1.099 2.329 0.349 0.772 -0.145 0.007
O 1.203 -2.889 1.600 -0.287 -2.103 -0.243
H 0.996 -3.290 2.467 0.324 1.295 -0.649
H 1.367 -1.958 1.557 0.178 0.831 0.883
O 4.936 1.514 0.400 -0.629 -1.093 1.323
H 5.176 2.101 -0.301 0.126 -0.095 -0.982
H 4.778 0.588 0.127 0.635 1.144 -0.358
O -1.979 2.424 2.805 -0.179 1.880 -0.952
H -1.954 2.338 1.840 -0.004 -0.302 0.523
H -1.895 1.578 3.189 -0.096 -1.789 0.546
O 2.114 0.388 -2.340 -0.629 0.286 0.324
H 1.266 0.484 -1.885 -0.069 0.642 0.019
H 2.115 -0.560 -2.362 0.606 -1.046 -0.233
O 2.390 -0.135 0.995 -0.678 0.651 1.579
H 2.903 0.069 0.242 0.678 0.051 -1.656
H 2.568 0.666 1.532 -0.319 -0.650 0.043
O -2.295 -0.703 3.657 -0.558 0.218 1.596
H -2.072 -0.971 2.778 0.317 -0.842 0.632
H -2.459 -1.512 4.186 0.262 0.764 -0.698
O -2.505 1.450 -0.696 -0.371 0.504 1.394
H -2.178 1.143 -1.523 0.598 -0.549 -0.937
H -2.897 2.306 -0.861 -0.264 0.301 -0.163
O -0.596 1.182 -4.717 1.236 0.054 -0.639
H 0.333 0.890 -4.747 -0.148 0.633 -0.385
H -0.882 0.581 -4.056 -1.037 -0.709 1.197
O -1.756 -2.266 -3.415 3.253 -2.128 0.215
H -1.607 -1.631 -4.076 -1.127 1.244 -0.942
H -2.529 -2.451 -2.955 -2.297 0.602 0.286
O 0.681 2.717 4.211 -0.392 1.838 0.377
H 0.137 2.106 3.737 -0.375 -0.682 -0.576
H 0.147 3.546 4.079 0.928 -1.103 0.224
O 0.959 -3.158 -2.666 0.346 -0.516 0.556
H 0.036 -3.341 -2.864 -0.211 0.330 -0.085
H 1.215 -2.449 -3.243 -0.051 0.298 -0.532
```
Positions in Å, forces in eV/Å.

Output
* calculated total energy: -1070.055633 a.u.
* energy above the lowest of the compared OMol25 structures with the same formula, charge and spin: 91.2 kcal/mol
* charge: 0
* HOMO: -10.556 eV
* spin multiplicity: 1

Results of the Löwdin charge analysis, in e, for atoms 1 through 2: O -0.027; H 0.021